No. 1
Below is a structure of composition C19H11Co2NO8 at a distorted geometry, with properties calculated with the ωB97M-V functional and the def2-TZVPD basis.

Results
* HOMO level: 0.10 eV
* energy relative to the best compared isomer or geometry (same formula, charge and spin): 25.1 kJ/mol
* frontier orbital gap: 5.0 eV
* strongest force on any atom: 5.41 eV Å⁻¹
* LUMO energy: 5.11 eV

The geometry in ORCA input format:
```
! wB97M-V def2-TZVPD RIJCOSX def2/J DEFGRID3
* xyz -2 1
C 1.51537 1.31308 -5.03881
C 2.80574 1.81669 -4.39631
C 2.74754 1.43298 -2.90266
O 3.70018 1.57190 -2.14985
N 1.42710 0.98131 -2.69079
C 0.67766 0.70882 -3.87241
O -0.40089 0.14802 -3.98145
H 0.88347 2.12120 -5.45469
H 1.69096 0.52437 -5.79531
H 3.66176 1.37907 -4.92074
H 2.86895 2.90626 -4.49926
O -2.79695 2.35207 1.88946
C -1.75465 1.90274 2.09837
Co -0.19878 1.17846 2.37796
C 0.72399 2.67790 2.44490
O 1.26136 3.70113 2.51394
C -0.33187 0.67538 4.05722
O -0.48479 0.45102 5.18836
C -0.47019 -0.36723 1.08579
C -1.74802 -1.12303 1.16175
C -2.20868 -1.54057 2.42466
C -3.49243 -2.07788 2.55350
C -4.28537 -2.24714 1.40483
C -3.79218 -1.90243 0.13674
C -2.51124 -1.37665 0.00924
C 0.47548 -0.24556 0.07947
C 0.73304 -0.13133 -1.26694
Co 1.27250 -0.70739 1.56408
C 1.15857 -1.41799 3.15722
O 1.17155 -1.95415 4.18641
C 2.40867 0.65249 1.89662
O 3.36593 1.26088 2.14275
C 2.39972 -1.89117 0.83962
O 3.15967 -2.67843 0.47597
H -1.55885 -1.41749 3.29595
H -3.85803 -2.35793 3.54178
H -5.30305 -2.66031 1.48933
H -4.38232 -2.04847 -0.75913
H -2.08650 -1.11267 -0.94889
H 1.70049 -0.67098 -1.50289
H -0.14492 0.17306 -1.83577
*
```

***

No. 2
Below is the molecule C19H11F3N6O2S at a distorted geometry, with properties calculated with the ωB97M-V functional and the def2-TZVPD basis.

Results
* HOMO level: -8.95 eV
* energy relative to the best compared isomer or geometry (same formula, charge and spin): 0.0 kJ/mol
* frontier orbital gap: 8.6 eV
* strongest force on any atom: 2.18 eV Å⁻¹
* structure (SMILES): N#Cc1csc(NC(=O)Cn2c(=O)ccc3cc(C(F)(F)F)ccc32)c1-n1ccnn1
* LUMO energy: -0.36 eV

The geometry in ORCA input format:
```
! wB97M-V def2-TZVPD RIJCOSX def2/J DEFGRID3
* xyz 0 1
N 2.22098 3.62823 5.63885
O 1.40317 1.43592 -1.77453
O 2.40309 -2.16090 0.72377
F -4.64406 -3.97699 -3.49123
F -4.35144 -4.91231 -1.50190
F -5.39325 -3.00962 -1.67200
C 2.31846 2.70436 4.95628
N -0.48653 3.47747 1.04980
N 0.04444 2.35568 1.38346
S 3.14248 -0.75540 3.19374
C 0.42292 0.77062 -1.99809
C 2.12048 -1.14436 0.11298
C 0.33128 4.50272 1.55952
C 2.98796 0.40034 4.47813
C -0.82908 1.40251 -2.45879
C 2.48628 1.58663 4.08052
C -1.95575 0.66028 -2.63520
C 2.36180 0.37647 2.09271
C 1.37496 3.95610 2.22772
C 2.01666 1.57430 2.69817
C -0.77310 -2.76308 -1.47435
C -1.95217 -3.52320 -1.58324
C -3.08331 -1.56190 -2.43352
C -1.92812 -0.75998 -2.29315
C -0.74460 -1.37965 -1.79304
C -3.12713 -2.93764 -2.04567
N 2.08776 0.09344 0.72226
N 1.17910 2.59818 2.13675
N 0.45948 -0.60208 -1.64792
C -4.38404 -3.75668 -2.19470
C 1.78083 -1.20445 -1.38860
H 0.10979 5.56019 1.45762
H 3.34508 0.20531 5.45721
H -0.81886 2.48722 -2.56016
H -2.84978 1.14332 -2.96791
H 2.20940 4.44444 2.75943
H 0.07706 -3.28125 -1.14377
H -1.90731 -4.56192 -1.32913
H -3.98935 -1.10585 -2.82947
H 1.87782 0.91209 0.12938
H 1.84969 -2.23702 -1.75727
H 2.60691 -0.64156 -1.88466
*
```

***

No. 3
Below is a structure of composition C19H11F6N3NiO3S2 at a distorted geometry, with properties calculated with the ωB97M-V functional and the def2-TZVPD basis.

Results
* HOMO level (spin up / spin down): -8.65 / -8.57 eV
* frontier orbital gap (spin up / spin down): 7.6 / 7.4 eV
* strongest force on any atom: 3.05 eV Å⁻¹
* LUMO energy (spin up / spin down): -1.09 / -1.19 eV

The geometry in ORCA input format:
```
! wB97M-V def2-TZVPD RIJCOSX def2/J DEFGRID3
* xyz 0 3
Ni -0.59986 0.48548 -0.59680
F 0.53866 4.59772 2.08978
C -0.58274 4.15741 2.70533
F -0.52999 4.62209 3.96006
F -1.62183 4.76086 2.11090
C -0.65157 2.64887 2.67340
C -0.58348 1.90590 3.82136
C -0.56483 0.51136 3.75600
C -0.57978 -0.07737 2.52084
N -0.61553 0.64574 1.38893
C -0.67941 1.99591 1.43590
S -0.70191 2.76157 -0.10843
H -0.52857 2.39672 4.78100
H -0.51785 -0.09173 4.64445
H -0.54796 -1.14712 2.38998
F 6.39503 -0.48324 -1.19288
C 5.83086 0.49701 -0.47645
F 6.29029 1.66622 -0.94683
F 6.27057 0.38148 0.78259
C 4.31286 0.46055 -0.53980
C 3.58448 1.42016 0.13440
C 2.20898 1.42465 0.02106
N 1.53711 0.51232 -0.71004
C 2.24843 -0.41140 -1.35333
C 3.63472 -0.47648 -1.29679
H 4.06820 2.18176 0.72583
H 1.60318 2.16769 0.51270
H 1.68799 -1.12721 -1.94557
H 4.15851 -1.24757 -1.84534
O -5.77134 -2.64564 -0.60804
S -5.13820 -1.87991 -1.64137
O -5.85186 -1.69013 -2.87364
N -4.60084 -0.44498 -1.05153
C -3.29326 -0.40148 -1.04009
O -2.56465 0.58346 -0.65037
C -2.60680 -1.61260 -1.53199
C -1.26324 -1.84280 -1.60505
C -0.76483 -3.00649 -2.12924
C -1.65922 -3.96454 -2.57600
C -3.04506 -3.77335 -2.49959
C -3.49208 -2.57069 -1.96654
H -0.30447 -1.27288 -1.25475
H 0.29806 -3.19602 -2.18102
H -1.28007 -4.88152 -3.00395
H -3.72672 -4.53981 -2.82906
*
```

***

No. 4
Below is a structure of composition C19H12Cl2N2O2Pb, with properties calculated with the ωB97M-V functional and the def2-TZVPD basis.

Results
* HOMO level: -8.03 eV
* energy relative to the best compared isomer or geometry (same formula, charge and spin): 2.4 kJ/mol
* frontier orbital gap: 7.4 eV
* strongest force on any atom: 0.17 eV Å⁻¹
* LUMO energy: -0.67 eV

The geometry in ORCA input format:
```
! wB97M-V def2-TZVPD RIJCOSX def2/J DEFGRID3
* xyz 0 1
Pb -1.02081 0.76248 -1.55974
C -4.02037 -4.39672 -0.49832
C -4.13226 -3.05209 -0.17647
C -3.06509 -2.19418 -0.39378
C -1.88248 -2.69775 -0.91591
C -1.75951 -4.04426 -1.24058
C -2.83537 -4.88965 -1.03273
N -0.81689 -1.76942 -1.11830
N 0.32492 -2.24239 -1.08257
C 1.38158 -1.30391 -1.27523
C 2.66016 -1.84696 -1.23443
C 3.75460 -1.01179 -1.39247
C 3.55452 0.34738 -1.58098
C 2.26423 0.87365 -1.61438
C 1.14731 0.06181 -1.46068
H -4.85752 -5.06285 -0.33568
H -5.05045 -2.66828 0.24807
H -3.12334 -1.14870 -0.11836
H -0.82974 -4.40800 -1.65479
H -2.75194 -5.93733 -1.29020
H 2.77738 -2.91128 -1.07555
H 4.75704 -1.41798 -1.36374
H 4.40681 1.00512 -1.70075
H 2.14247 1.94253 -1.75345
Cl -0.87561 3.57952 5.63670
C -0.99712 2.71206 4.13537
C -1.60224 1.44922 4.12052
C -1.70256 0.74906 2.94904
Cl -2.45269 -0.81113 2.94817
C -1.20752 1.24724 1.70573
O -1.30488 0.52063 0.65701
C -0.61399 2.54342 1.76021
C -0.09260 3.22385 0.59921
O -0.11245 2.85729 -0.57382
C -0.51362 3.24702 2.97640
H -1.99102 1.02242 5.03481
H 0.36884 4.20131 0.81867
H -0.04959 4.22568 2.98255
*
```

***

No. 5
Below is a structure of composition C19H12CoN4O4S3Sb at a distorted geometry, with properties calculated with the ωB97M-V functional and the def2-TZVPD basis.

Results
* HOMO level (spin up / spin down): -4.65 / -4.70 eV
* energy relative to the best compared isomer or geometry (same formula, charge and spin): 77.1 kJ/mol
* frontier orbital gap (spin up / spin down): 5.8 / 5.7 eV
* strongest force on any atom: 2.60 eV Å⁻¹
* LUMO energy (spin up / spin down): 1.17 / 0.98 eV

The geometry in ORCA input format:
```
! wB97M-V def2-TZVPD RIJCOSX def2/J DEFGRID3
* xyz -1 2
Co -0.26530 0.19250 0.10600
O 1.40430 0.02860 -3.40350
C 1.14580 0.14840 -2.22470
O -0.04880 0.24430 -1.71450
C 2.19110 0.17260 -1.13570
C 3.55960 0.03960 -1.19760
C 4.29010 0.00790 -0.00160
C 3.62260 0.08630 1.22290
C 2.24960 0.21260 1.22790
N 1.57330 0.27890 0.05810
C 1.25910 0.21690 2.35980
O 1.57210 0.17720 3.53310
O 0.03610 0.24530 1.90470
H 4.04260 -0.04260 -2.15800
H 5.36530 -0.09310 -0.02850
H 4.15370 0.04070 2.16020
S -2.90130 2.98210 -2.45520
Sb -2.47710 2.59480 -0.20490
S -2.47000 0.15970 0.06330
S -0.13300 2.96310 0.02470
N -0.79660 -7.14420 -0.71570
C -0.46720 -8.43540 -0.41710
C -0.95520 -9.65550 -0.84810
C -0.36480 -10.79640 -0.32760
C 0.67820 -10.71470 0.59390
C 1.17040 -9.50030 1.02940
C 0.59500 -8.33800 0.52000
N 0.88010 -7.03240 0.76400
C 0.04460 -6.32550 0.02160
C 0.00060 -4.90210 -0.01690
C 0.87120 -4.14660 0.79870
C 0.80370 -2.77990 0.78650
N -0.06120 -2.08580 0.02410
C -0.87550 -2.79060 -0.77700
C -0.88570 -4.16100 -0.82820
H -1.51830 -6.84360 -1.34380
H -1.76330 -9.71860 -1.56080
H -0.71950 -11.76950 -0.63940
H 1.10800 -11.63180 0.97500
H 1.97710 -9.43940 1.74220
H 1.57010 -4.66950 1.43160
H 1.46650 -2.19830 1.41380
H -1.54070 -2.20860 -1.40010
H -1.58390 -4.65380 -1.48920
*
```

***

No. 6
Below is the molecule C19H12N4O at a distorted geometry, with properties calculated with the ωB97M-V functional and the def2-TZVPD basis.

Results
* HOMO level: -8.39 eV
* frontier orbital gap: 7.9 eV
* strongest force on any atom: 2.71 eV Å⁻¹
* structure (SMILES): c1cn(-c2ccc3nc(-c4ccc5occc5c4)ncc3c2)cn1
* LUMO energy: -0.50 eV

The geometry in ORCA input format:
```
! wB97M-V def2-TZVPD RIJCOSX def2/J DEFGRID3
* xyz 0 1
N 2.15446 -6.93856 -0.39192
N -1.54315 0.48898 0.48304
N 0.68316 0.57420 -0.21011
O -0.88960 6.86595 -0.37006
C 2.37034 -5.65270 -0.32923
C 0.81457 -7.11483 -0.08425
C -2.13686 7.07504 0.13255
C -2.63308 5.91131 0.68022
C 0.25570 -5.91552 0.14541
C -0.43943 1.19883 0.15355
C 0.45690 4.80312 -0.74056
C 0.55798 3.43588 -0.53927
C -1.58764 3.45081 0.50980
C 2.14937 -2.71489 -0.35718
C -0.63835 5.53465 -0.28564
C -1.67121 4.88159 0.36925
C -0.48061 2.70022 0.07279
C 1.07062 -3.51837 0.01652
C 2.01568 -1.34981 -0.43862
C -1.51414 -0.83374 0.51614
C -0.15733 -2.90206 0.30399
C 0.77888 -0.74743 -0.16290
C -0.33873 -1.51744 0.17932
N 1.23625 -4.92788 0.04395
H 3.31085 -5.21722 -0.59593
H 0.36243 -8.08987 -0.02281
H -2.61660 8.05781 0.21791
H -3.60927 5.81042 1.20063
H -0.79924 -5.78695 0.40972
H 1.27347 5.33377 -1.21400
H 1.42524 2.89744 -0.92162
H -2.44774 2.97620 0.96908
H 3.12533 -3.15105 -0.50023
H 2.87340 -0.75688 -0.69328
H -2.39040 -1.34088 0.86252
H -1.02127 -3.52016 0.59121
*
```

***

So what do the calculations give for electronic energy? Going down the list: -113001.8853, -51904.4533, -109513.5254, -57264.8189, -110723.2680, -27905.0576 eV.